{
  "formula": "C32H46N3O2PtS",
  "method": "wB97M-V/def2-TZVPD",
  "symbols": ["Pt", "C", "C", "C", "C", "C", "C", "C", "N", "C", "C", "C", "C", "C", "C", "O", "C", "C", "C", "C", "C", "C", "C", "C", "C", "O", "C", "C", "C", "C", "C", "C", "H", "H", "H", "H", "H", "H", "H", "H", "H", "H", "H", "H", "H", "H", "H", "H", "H", "H", "H", "H", "H", "H", "H", "H", "H", "H", "H", "H", "H", "H", "H", "H", "H", "H", "H", "H", "H", "H", "H", "H", "C", "N", "C", "C", "N", "C", "S", "H", "H", "H", "H", "H", "H"],
  "coordinates": [[1.69317, 1.57404, 0.05117], [-0.71189, -5.08594, 0.34505], [-0.49240, -4.52458, -1.06590], [0.08782, -5.66352, -1.92353], [-1.89544, -4.12520, -1.60719], [0.38029, -3.26893, -1.02829], [-0.00022, -2.20976, -0.25720], [0.67456, -0.99485, -0.29801], [0.39991, 0.14449, 0.36122], [-0.64054, 0.53736, 1.20161], [-1.74530, -0.19051, 1.51022], [-2.68889, 0.35368, 2.40944], [-2.44348, 1.61435, 2.97693], [-1.34643, 2.40299, 2.68680], [-0.40153, 1.87466, 1.75778], [0.60822, 2.57488, 1.36988], [-1.14885, 3.77757, 3.25917], [-2.24869, 4.15679, 4.25248], [0.15813, 3.84252, 4.08109], [-1.14593, 4.86067, 2.13441], [-3.87330, -0.50886, 2.80975], [-3.31879, -1.72014, 3.57454], [-4.90930, 0.23849, 3.71382], [-4.65604, -1.00129, 1.55922], [1.87161, -0.89142, -1.13673], [2.54380, 0.20207, -1.17071], [2.29768, -1.98416, -1.92323], [1.55030, -3.11734, -1.84313], [3.42676, -1.76835, -2.94480], [3.83206, -3.11462, -3.52242], [4.70915, -1.13720, -2.38087], [2.88456, -0.88780, -4.09418], [-1.33774, -5.96883, 0.26211], [-1.09064, -4.36126, 1.04726], [0.19377, -5.47665, 0.79526], [-0.57778, -6.52608, -1.80295], [1.08488, -5.98520, -1.64128], [0.07043, -5.39316, -2.98613], [-2.44856, -5.04527, -1.73974], [-1.84650, -3.60266, -2.57299], [-2.41415, -3.54129, -0.88198], [-0.88840, -2.32666, 0.35470], [-1.96085, -1.14079, 1.07983], [-3.19822, 2.01642, 3.65720], [-2.24312, 3.50912, 5.11448], [-3.24004, 4.18229, 3.80414], [-1.98568, 5.17817, 4.55143], [0.17324, 3.18735, 4.93540], [0.25755, 4.84637, 4.47824], [1.06775, 3.60240, 3.53374], [-2.05396, 4.78563, 1.50343], [-0.26932, 4.82055, 1.49890], [-1.19212, 5.83365, 2.62486], [-2.75630, -1.48044, 4.48476], [-2.61833, -2.31616, 2.98661], [-4.10463, -2.40233, 3.88666], [-4.51700, 0.51222, 4.69525], [-5.73345, -0.44884, 3.85680], [-5.30183, 1.13397, 3.17814], [-4.00042, -1.50346, 0.84829], [-5.07647, -0.13368, 1.04466], [-5.43832, -1.69923, 1.84296], [1.83270, -3.99051, -2.45228], [4.19028, -3.79136, -2.76007], [4.58374, -2.97311, -4.28721], [2.97770, -3.54301, -4.01658], [5.07800, -1.66748, -1.52749], [4.59972, -0.10785, -2.02652], [5.52018, -1.11555, -3.09141], [2.02242, -1.33842, -4.54085], [3.65937, -0.73143, -4.82963], [2.60496, 0.13656, -3.78870], [1.08781, 4.65200, -1.99648], [2.23353, 4.01337, -2.60390], [2.41558, 3.89716, -3.99955], [3.54332, 3.16581, -4.17813], [4.01350, 2.83471, -2.93351], [3.21988, 3.36560, -1.98724], [3.41841, 3.16195, -0.30698], [0.78172, 5.51837, -2.60479], [1.38335, 5.02297, -1.01265], [0.28442, 3.92402, -1.86268], [1.66473, 4.21564, -4.69293], [4.06836, 2.90335, -5.08927], [4.81152, 2.23095, -2.70954]],
  "e_above_lowest_kcal_mol": 0.00,
  "multiplicity": 3,
  "energy_ev": -56571.578,
  "s_squared": 2.0349,
  "charge": 1
}